[1]
{"formula": "C32H37NO8", "method": "the ωB97M-V functional and the def2-TZVPD basis", "species": ["C", "C", "C", "C", "C", "C", "C", "C", "C", "O", "C", "C", "C", "C", "C", "C", "C", "C", "N", "C", "C", "C", "C", "C", "C", "C", "O", "H", "H", "H", "H", "H", "H", "H", "H", "H", "H", "H", "H", "H", "H", "H", "H", "H", "H", "H", "H", "H", "H", "H", "H", "H", "C", "C", "C", "O", "C", "O", "O", "H", "H", "H", "H", "H", "H", "C", "C", "C", "O", "C", "O", "O", "H", "H", "H", "H", "H", "H"], "coordinates": [[1.764, -4.743, -0.677], [0.503, -4.168, -0.688], [-0.281, -3.872, -1.926], [-1.047, -4.882, -2.457], [-1.824, -4.692, -3.570], [-1.827, -3.469, -4.211], [-1.063, -2.466, -3.680], [-0.296, -2.640, -2.551], [0.471, -1.446, -2.036], [1.612, -1.551, -1.632], [-0.305, -0.149, -2.121], [-1.076, 0.018, -3.270], [-1.834, 1.134, -3.446], [-1.828, 2.078, -2.450], [-1.085, 1.973, -1.302], [-1.155, 3.062, -0.253], [-2.024, 2.711, 0.949], [-2.909, 3.833, 1.483], [-2.031, 1.570, 1.505], [-0.291, 0.834, -1.149], [0.602, 0.654, 0.071], [1.929, 1.420, -0.230], [2.987, 1.267, 0.885], [3.760, 2.620, 0.986], [2.890, 3.637, 1.793], [-1.043, -1.088, -4.294], [-0.970, -0.894, -5.495], [2.636, -4.147, -0.947], [1.824, -5.782, -0.348], [0.028, -3.950, 0.278], [-1.067, -5.858, -1.982], [-2.449, -5.482, -3.972], [-2.413, -3.260, -5.098], [-2.427, 1.272, -4.343], [-2.455, 2.962, -2.565], [-1.562, 3.964, -0.714], [-0.147, 3.268, 0.125], [-3.766, 3.996, 0.828], [-3.313, 3.580, 2.464], [-2.331, 4.756, 1.608], [-2.664, 1.585, 2.303], [0.137, 1.088, 0.955], [0.789, -0.401, 0.272], [2.300, 1.041, -1.185], [1.653, 2.474, -0.328], [2.554, 0.997, 1.852], [3.744, 0.539, 0.572], [4.762, 2.489, 1.396], [3.816, 2.991, -0.043], [2.236, 4.150, 1.083], [2.259, 3.077, 2.488], [3.535, 4.332, 2.330], [6.299, -1.750, -1.428], [7.113, -2.079, -0.201], [6.747, -3.373, 0.478], [7.131, -3.115, 1.834], [7.013, -1.772, 2.027], [7.041, -1.239, 3.086], [6.850, -1.131, 0.840], [6.597, -2.367, -2.275], [5.235, -1.908, -1.239], [6.420, -0.701, -1.697], [8.181, -2.041, -0.435], [7.280, -4.232, 0.076], [5.673, -3.577, 0.461], [-7.928, 0.214, 2.814], [-6.666, 1.038, 2.902], [-6.430, 1.684, 4.243], [-5.642, 2.828, 3.888], [-5.993, 3.170, 2.620], [-5.686, 4.186, 2.090], [-6.737, 2.191, 2.045], [-7.807, -0.732, 3.341], [-8.775, 0.748, 3.248], [-8.179, 0.009, 1.774], [-5.805, 0.442, 2.587], [-5.893, 1.043, 4.939], [-7.350, 2.037, 4.716]], "orbital_gap_ev": 7.60, "smiles": "[H]/N=C(\\C)Cc1ccc2c(c1CCCCC)C(=O)c1c(C=C)cccc1C2=O.C[C@@H]1COC(=O)O1.C[C@@H]1COC(=O)O1", "lumo_energy_ev": -0.35, "charge": 0, "energy_ev": -51651.4275}

***

[2]
{"formula": "C15H17AuF6N3O7PS3", "method": "the ωB97M-V functional and the def2-TZVPD basis", "species": ["Au", "F", "C", "F", "F", "S", "O", "O", "N", "S", "O", "O", "C", "F", "F", "F", "C", "O", "P", "O", "C", "O", "C", "H", "H", "H", "H", "H", "H", "H", "H", "H", "S", "C", "C", "C", "N", "C", "C", "C", "C", "C", "N", "C", "C", "H", "H", "H", "H", "H", "H", "H", "H"], "coordinates": [[-0.032, 0.263, 1.543], [2.579, 2.592, 4.915], [2.554, 1.604, 4.057], [3.701, 0.968, 4.027], [2.264, 2.077, 2.838], [1.187, 0.416, 4.588], [0.076, 0.716, 3.591], [0.851, 0.716, 5.924], [1.747, -1.046, 4.398], [1.566, -1.626, 2.973], [2.021, -0.654, 1.925], [0.217, -2.083, 2.680], [2.644, -3.135, 2.892], [2.434, -3.636, 1.684], [3.899, -2.780, 3.038], [2.261, -3.969, 3.822], [-2.976, -1.748, 2.438], [-3.016, -0.605, 1.499], [-2.268, 0.725, 1.592], [-2.624, 1.402, 2.905], [-2.140, 2.659, 3.504], [-2.745, 1.609, 0.434], [-2.664, 1.328, -1.000], [-3.903, -2.281, 2.265], [-2.930, -1.379, 3.459], [-2.118, -2.365, 2.201], [-1.668, 2.400, 4.443], [-3.023, 3.269, 3.660], [-1.442, 3.156, 2.835], [-2.506, 2.282, -1.488], [-3.613, 0.896, -1.305], [-1.854, 0.639, -1.217], [2.287, 0.605, -4.518], [1.613, 0.492, -2.886], [1.437, -0.739, -2.248], [0.899, -0.783, -0.986], [0.545, 0.354, -0.351], [0.733, 1.560, -0.929], [1.268, 1.655, -2.191], [0.912, -0.159, -5.380], [-0.084, 0.653, -5.898], [-1.136, 0.038, -6.567], [-1.228, -1.281, -6.732], [-0.248, -2.040, -6.247], [0.850, -1.529, -5.565], [1.736, -1.659, -2.729], [0.753, -1.716, -0.459], [0.445, 2.437, -0.365], [1.417, 2.630, -2.635], [-0.040, 1.729, -5.804], [-1.938, 0.632, -6.990], [-0.338, -3.106, -6.419], [1.638, -2.186, -5.220]], "orbital_gap_ev": 5.16, "lumo_energy_ev": -9.29, "charge": 2, "de_lowest_ev": 1.401, "energy_ev": -96407.1069}

***

[3]
{"formula": "C3H4N4O", "method": "the ωB97M-V functional and the def2-TZVPD basis", "species": ["C", "C", "C", "H", "H", "H", "H", "N", "N", "N", "N", "O"], "coordinates": [[1.994, 0.811, 0.112], [1.969, -0.508, -0.137], [-0.520, -0.511, -0.178], [2.910, 1.551, 0.375], [0.842, 1.267, 0.452], [2.805, -1.183, -0.518], [-3.556, -0.521, 0.199], [-0.821, 0.764, -0.184], [-2.070, 0.915, -0.251], [-2.639, -0.283, 0.121], [-1.581, -1.100, 0.063], [0.667, -1.203, -0.055]], "orbital_gap_ev": 10.27, "smiles": "C=COc1nn[nH]n1", "lumo_energy_ev": 0.78, "charge": 0, "de_lowest_ev": 5.548, "energy_ev": -11178.4209}

***

[4]
{"formula": "C7H15N2S", "method": "the ωB97M-V functional and the def2-TZVPD basis", "species": ["C", "C", "C", "C", "C", "C", "C", "N", "N", "S", "H", "H", "H", "H", "H", "H", "H", "H", "H", "H", "H", "H", "H", "H", "H"], "coordinates": [[1.785, -1.996, -0.524], [-1.067, -1.376, 0.174], [-0.502, -2.782, 0.189], [1.533, 1.634, -1.068], [-1.745, 1.714, 1.252], [0.022, 1.615, -0.949], [-0.462, 1.232, 0.597], [-0.245, -0.348, 0.803], [0.847, -0.848, 1.215], [1.105, -2.462, 0.897], [1.372, -2.384, -1.356], [2.610, -1.309, -0.492], [-1.344, -0.880, -0.812], [-1.931, -1.403, 0.880], [-1.041, -3.459, 0.878], [-0.476, -3.155, -0.763], [1.768, 2.358, -1.977], [1.933, 2.212, -0.246], [1.972, 0.640, -1.294], [-1.643, 1.682, 2.323], [-1.706, 2.670, 0.940], [-2.656, 1.334, 0.927], [-0.062, 2.665, -0.992], [-0.451, 1.074, -1.752], [0.384, 1.572, 1.151]], "orbital_gap_ev": [6.77, 8.22], "smiles": "C=S1#[N+]N([C@H](C)CC)CC1", "lumo_energy_ev": [-4.95, -4.29], "charge": 1, "de_lowest_ev": 7.334, "energy_ev": -21304.7048}

***

[5]
{"formula": "C4H4N2O2", "method": "the ωB97M-V functional and the def2-TZVPD basis", "species": ["C", "C", "C", "C", "H", "H", "H", "H", "N", "N", "O", "O"], "coordinates": [[0.723, -0.634, 0.612], [-0.326, 1.422, -0.234], [-1.068, 0.172, -0.661], [-0.635, -1.049, 0.108], [1.231, -2.358, 0.713], [1.823, 1.314, 0.157], [-1.014, 1.983, 0.319], [-0.104, 1.805, -1.219], [1.810, -1.402, 0.848], [0.852, 0.705, 0.281], [-2.144, 0.096, -1.184], [-1.149, -2.053, 0.259]], "orbital_gap_ev": 8.24, "smiles": "[H]/N=C1/NCC(=O)C1=O", "lumo_energy_ev": -1.17, "charge": 0, "de_lowest_ev": 3.600, "energy_ev": -11284.9398}